(1)
Entry from the OMol25 dataset: an isolated ion of composition C2H5N2 and charge +1 (ωB97M-V/def2-TZVPD).

Geometry as XYZ:
```
9
Properties=species:S:1:pos:R:3:forces:R:3
C -1.42997 1.58850 -0.40665 1.60 -0.85 0.65
N -0.46676 1.00338 -0.15653 -2.70 1.71 -0.83
N 0.58198 0.33391 -0.10066 2.39 -3.73 0.73
C 0.54862 -1.23687 0.17874 -0.65 2.00 -0.44
H -2.30673 2.17814 -0.38325 -0.62 0.29 -0.06
H 1.43871 0.79638 0.18265 -0.30 0.38 -0.04
H -0.04694 -1.41871 1.06909 0.07 0.05 0.03
H 0.10542 -1.70238 -0.69572 0.05 0.02 -0.02
H 1.57567 -1.54236 0.31234 0.16 0.12 -0.02
```
Positions in Å, forces in eV/Å.

Calculated values
SMILES: C#[N+]NC
Relative energy (zero: lowest compared OMol25 entry of this formula, charge and spin): 44.50 kcal per mole
HOMO level: -15.6 eV
Net charge: +1
Molecular weight: 57.08 u
LUMO: -4.6 eV
Calculated total energy: -188.34458 a.u.
Largest force on an atom: 4.49 eV/Å
Frontier orbital gap: 10.999 eV

Charges per atom according to natural (NBO) partitioning, unit e: 0.31 -0.01 -0.37 -0.39 0.30 0.44 0.23 0.24 0.25

=====

(2)
Entry from the OMol25 dataset: a 14-piece molecular cluster, C60H156N8O22 overall (ωB97M-V/def2-TZVPD).

Geometry as XYZ:
```
246
Properties=species:S:1:pos:R:3:forces:R:3
C -5.93422 3.43600 1.15780 1.32 0.60 -0.64
O -4.69426 2.95965 0.61331 -0.13 -0.39 1.13
C -3.97977 2.31813 1.66165 1.04 -0.36 0.57
C -2.98569 1.32510 1.07569 -1.35 -0.82 -0.78
N -2.47767 0.32918 1.99500 1.18 0.85 1.89
C -1.50215 0.94590 2.96340 0.03 -1.47 0.14
C -0.80043 -0.24055 3.76299 -0.76 0.92 -1.35
O 0.16430 0.16297 4.71186 -0.71 -0.53 0.60
C 0.46820 -0.79725 5.75452 0.50 1.02 -0.56
H -5.70894 4.24293 1.85510 -0.11 0.23 0.17
H -6.42763 2.65074 1.73052 -0.46 -0.06 -0.46
H -6.43047 3.86301 0.28631 -0.64 -0.29 0.38
H -4.64752 1.81329 2.35975 -0.34 -0.46 -0.24
H -3.43119 2.98292 2.32890 -0.03 0.92 -0.26
H -2.23350 1.83171 0.47100 0.21 0.16 -0.01
H -3.62588 0.72583 0.42829 0.15 0.09 -0.69
H -1.91439 -0.33891 1.48858 -0.25 -0.02 -0.39
H -2.04962 1.63738 3.60390 0.23 -0.04 0.15
H -0.74866 1.46972 2.37522 0.29 0.41 0.22
H -0.31446 -0.81081 2.97132 0.33 -0.36 -0.15
H -1.61481 -0.87621 4.11057 0.03 -0.01 0.70
H 0.80893 -1.75990 5.37332 -0.09 -0.05 -0.27
H -0.31339 -0.96144 6.49632 -0.45 0.15 -0.28
H 1.29900 -0.31465 6.26927 0.04 -0.22 0.11
C 2.89412 -2.31338 1.59703 1.28 -0.42 0.08
O 2.81984 -2.23971 0.20972 0.36 -0.51 -2.03
C 1.68186 -1.58343 -0.37239 1.05 0.30 2.15
C 1.77952 -0.10058 0.01317 -1.07 -0.16 -0.59
N 0.53131 0.54419 -0.44196 -0.54 -0.22 -0.33
C 0.32868 0.65738 -1.91686 -0.49 1.62 0.97
C -1.07497 1.19905 -2.32347 -1.64 0.28 0.45
O -1.55223 2.46623 -1.76347 3.00 -0.21 0.75
C -2.74552 2.91484 -2.31411 -0.28 0.15 0.35
H 1.95779 -2.57985 2.08732 -0.19 0.52 0.14
H 3.49377 -1.49300 1.99135 -0.88 0.83 0.40
H 3.60957 -3.09735 1.84527 -0.25 -0.65 -0.31
H 0.86258 -2.09106 0.13670 -0.74 0.52 -0.34
H 1.60708 -1.69281 -1.45430 0.57 -0.54 0.19
H 2.70724 0.33960 -0.35245 0.12 0.04 -0.70
H 1.95804 -0.05065 1.08729 -0.85 0.21 0.18
H 0.26249 1.39779 0.02623 0.33 0.08 -0.01
H 0.46931 -0.33152 -2.35321 -0.19 0.25 -0.27
H 1.02902 1.37959 -2.33641 0.52 -0.17 -0.24
H -1.84408 0.47512 -2.05423 -0.01 -0.45 0.15
H -1.25030 1.39626 -3.38104 0.96 -0.69 -0.44
H -2.86445 3.99831 -2.30725 0.75 0.22 0.38
H -3.49243 2.55460 -1.60668 -0.98 -0.34 -0.90
H -2.78268 2.68585 -3.37913 -0.67 -0.67 -0.06
C -12.88438 8.97678 -3.37131 2.50 -0.71 -0.98
O -11.42386 9.12343 -3.27089 -0.25 -0.24 0.89
C -10.62589 8.43428 -4.23058 1.07 1.02 0.14
C -9.11670 8.62356 -3.89118 1.08 -1.32 1.17
N -8.43694 7.58897 -3.04744 -1.41 -0.48 0.28
C -7.19874 8.01021 -2.48340 -0.28 2.06 0.60
C -6.53070 6.86435 -1.82216 0.85 -0.37 -0.80
O -6.15564 5.98740 -2.90112 -0.08 -1.23 1.01
C -5.46839 4.79025 -2.43792 -0.52 1.42 -0.32
H -13.02634 8.01617 -3.86645 -0.52 0.13 -0.48
H -13.14031 9.83893 -3.98717 -1.01 -0.25 0.27
H -13.36107 8.83637 -2.40118 0.29 0.79 0.09
H -10.59055 8.97362 -5.17714 -1.04 -0.09 -0.52
H -10.98748 7.41280 -4.34863 0.36 -0.15 -0.09
H -9.01344 9.59926 -3.41637 -0.29 -0.07 0.50
H -8.40838 8.72643 -4.71325 -0.78 0.09 -1.12
H -8.06712 6.80238 -3.56183 -1.14 -0.32 -0.97
H -7.42604 8.75371 -1.71944 0.26 0.35 0.11
H -6.61494 8.47718 -3.27663 0.81 0.16 0.10
H -7.25468 6.51628 -1.08541 -0.07 -0.94 -0.11
H -5.60864 7.09770 -1.28977 0.08 0.48 0.13
H -4.97230 4.35259 -3.30421 -0.15 -0.04 0.10
H -6.15256 4.08704 -1.96306 -0.07 -0.08 -0.11
H -4.72846 5.10951 -1.70397 0.22 -0.20 0.11
C 1.33331 -11.20450 -5.30737 -0.28 -0.37 0.33
O 2.13733 -10.66408 -4.25200 0.46 -0.51 -0.56
C 3.53258 -10.49714 -4.52446 0.18 1.10 -1.00
C 3.78089 -9.23485 -5.42845 0.90 0.28 1.91
N 3.87485 -7.93639 -4.68366 -1.87 -0.34 0.60
C 2.52477 -7.47651 -4.26330 0.67 1.23 -0.36
C 2.61586 -6.12666 -3.48007 -1.35 -0.53 -0.52
O 3.33128 -6.17570 -2.27662 0.68 0.13 1.22
C 3.42563 -4.91544 -1.51824 0.13 -0.66 -1.57
H 1.71100 -12.14527 -5.70787 0.28 -0.18 0.26
H 1.09810 -10.60615 -6.18758 0.67 0.83 0.05
H 0.34293 -11.38549 -4.88963 0.16 -0.16 0.33
H 4.11140 -11.33865 -4.90516 -0.97 -0.78 -1.07
H 4.12922 -10.46191 -3.61294 -0.75 0.93 0.72
H 2.99343 -9.10704 -6.17120 0.13 -0.23 -0.11
H 4.76227 -9.32059 -5.89497 -0.14 -0.32 -0.37
H 4.21957 -8.05674 -3.74197 1.29 -0.61 -0.08
H 1.90946 -8.20043 -3.72905 0.31 -0.23 0.36
H 1.97760 -7.27714 -5.18469 -0.25 0.35 -0.04
H 1.56600 -5.92329 -3.26900 -0.41 0.34 0.24
H 2.91649 -5.33853 -4.17042 0.65 0.16 0.04
H 2.44965 -4.53367 -1.21857 -0.10 0.01 -0.28
H 3.97277 -4.23754 -2.17337 -0.36 0.54 0.01
H 4.03802 -4.96666 -0.61799 -0.07 -0.91 -0.10
C 8.67550 -1.06742 11.47468 -1.05 0.30 -1.06
O 9.39527 -2.11093 10.83850 -0.25 -1.05 0.62
C 8.61479 -3.32489 10.61793 -0.23 0.41 -0.17
C 7.57371 -3.14815 9.47982 1.50 0.64 1.43
N 8.26622 -3.29487 8.25524 -0.36 -0.36 -1.79
C 7.39966 -3.27840 7.08393 0.40 -0.46 1.27
C 6.42727 -2.09529 7.05630 -0.22 -0.42 -0.92
O 5.53970 -2.31937 5.99586 -1.05 1.11 -1.99
C 4.71744 -1.16864 5.71689 -0.43 -0.30 -0.48
H 7.94550 -0.69984 10.75352 -0.23 0.29 -0.11
H 9.27183 -0.18808 11.71808 0.60 -0.52 0.00
H 8.05913 -1.32761 12.33520 0.39 -0.58 0.35
H 8.20735 -3.74882 11.53575 -0.43 0.67 0.37
H 9.28541 -4.12961 10.31661 0.45 0.41 -0.28
H 7.12133 -2.16079 9.57243 -0.08 0.28 0.23
H 6.72171 -3.82489 9.54484 0.13 -0.55 0.04
H 9.24621 -3.11545 8.08931 -0.40 0.37 0.73
H 6.81821 -4.19385 7.19327 -0.52 -0.09 -0.46
H 8.04183 -3.41877 6.21444 -0.38 0.50 -0.28
H 6.92512 -1.15117 6.83520 0.31 0.19 0.70
H 5.72650 -2.07446 7.89092 0.86 0.33 0.91
H 3.72210 -1.26274 6.15112 0.01 -0.16 0.45
H 4.51721 -1.01662 4.65628 0.28 -0.80 -0.35
H 5.09394 -0.17618 5.96465 0.66 -0.23 0.74
C -1.08301 -7.67859 8.79739 -0.15 -0.05 -0.56
O -1.59381 -7.22882 7.53176 -0.33 -0.47 0.44
C -1.47513 -5.81341 7.36281 1.04 -0.94 0.20
C -1.96712 -5.39429 5.98591 -0.53 0.86 0.03
N -1.17769 -5.59632 4.77514 0.18 0.00 -0.88
C -1.98626 -5.13943 3.61307 -1.02 -0.18 -0.68
C -1.35593 -4.28640 2.51450 0.51 -0.81 -0.01
O -2.37666 -3.69373 1.70287 0.75 0.51 0.39
C -1.81526 -2.88189 0.67602 0.61 0.35 0.57
H -1.29949 -8.73809 8.93406 -0.12 0.01 -0.44
H -1.54462 -7.18316 9.65153 -0.11 0.41 -0.05
H -0.00017 -7.56666 8.85240 0.14 0.23 -0.05
H -0.42107 -5.62893 7.57025 0.19 0.70 -0.41
H -2.03090 -5.32422 8.16275 -0.40 0.30 -0.17
H -2.08518 -4.31454 5.89475 -0.23 0.22 1.05
H -2.97389 -5.78960 5.85086 -0.23 -0.33 0.13
H -0.92801 -6.56694 4.65005 -0.30 -0.28 -0.11
H -2.86381 -4.54985 3.87842 0.12 0.15 0.86
H -2.47919 -5.97139 3.11013 0.18 -0.44 0.02
H -0.77431 -4.94718 1.87170 0.38 0.02 -0.22
H -0.65458 -3.60362 2.99410 -0.14 0.68 -0.18
H -1.31770 -1.96217 0.98368 -0.37 0.37 1.07
H -2.58679 -2.52647 -0.00700 0.08 -0.72 -0.22
H -0.89878 -3.31323 0.27337 -0.52 -0.97 -0.94
C -1.54670 -3.12744 -4.09302 0.16 -0.51 -0.98
O -1.84841 -1.82972 -4.50129 0.03 2.16 0.74
C -1.52696 -1.40169 -5.81939 0.60 -0.90 -0.20
C -1.85426 0.05539 -6.09370 -0.45 -0.14 -0.68
N -3.26311 0.32644 -5.95053 -1.02 0.84 0.85
C -4.14063 -0.09286 -7.04923 1.20 -0.81 -0.32
C -5.57851 0.11658 -6.69341 -2.10 0.36 0.12
O -6.47457 -0.33489 -7.68992 0.59 -0.92 -1.19
C -7.85132 -0.47840 -7.31818 1.88 0.09 -0.68
H -1.77099 -3.24137 -3.03245 0.03 0.16 -0.13
H -0.51324 -3.39887 -4.30840 0.37 0.14 0.27
H -2.13083 -3.83846 -4.67725 -0.35 -0.29 0.06
H -2.06049 -2.12619 -6.43466 -0.03 0.30 -0.82
H -0.46823 -1.45124 -6.07384 0.43 -0.66 0.37
H -1.58033 0.35891 -7.10412 0.23 -0.52 -0.32
H -1.23545 0.73026 -5.50233 -0.18 -0.15 0.57
H -3.53164 -0.31807 -5.22073 -0.33 0.43 0.78
H -3.92092 -1.15448 -7.16241 -0.62 -0.41 -0.58
H -3.85557 0.36402 -7.99691 -0.11 0.35 0.04
H -5.89367 1.15248 -6.56816 0.81 0.55 0.46
H -5.85137 -0.39476 -5.77026 0.37 -0.17 0.45
H -8.33344 -0.75801 -8.25492 -0.27 0.18 0.21
H -8.16433 0.50472 -6.96659 -0.66 -0.28 0.40
H -7.90366 -1.32339 -6.63163 -0.52 0.30 0.47
C -3.83322 6.39909 3.02148 1.07 -1.39 -0.38
O -2.81612 5.93348 2.10336 -1.18 0.88 -1.25
C -2.88866 6.68354 0.84281 1.31 -0.07 1.47
C -1.90802 6.08498 -0.13326 1.18 -0.90 1.23
N -0.45443 6.06717 0.35834 -1.32 0.00 0.42
C -0.05772 4.92774 1.19976 -0.65 -0.65 0.90
C 1.29066 5.04853 1.87515 0.87 1.53 -1.24
O 1.38374 6.14967 2.81467 -1.55 -0.63 -0.86
C 2.54557 6.02953 3.55356 0.20 -1.27 0.82
H -3.96993 5.52380 3.65651 -0.38 0.18 0.24
H -4.75110 6.60873 2.47226 -0.08 0.28 0.24
H -3.46441 7.21172 3.64735 -0.18 0.32 -0.24
H -2.56661 7.68509 1.12789 -0.28 0.49 -0.34
H -3.87569 6.69589 0.38051 -0.30 -0.07 0.30
H -1.92988 6.62505 -1.07981 -0.12 -0.13 -0.06
H -2.25851 5.05647 -0.21944 0.27 -0.23 -0.60
H -0.44389 6.78614 1.06761 0.36 0.87 -0.29
H -0.08156 3.97643 0.66823 0.16 0.06 -0.49
H -0.75358 4.77776 2.02521 -0.41 0.05 0.07
H 2.05526 5.29727 1.13920 0.12 -0.15 -0.52
H 1.60027 4.07177 2.24690 -0.26 0.00 0.80
H 2.54329 6.67681 4.43056 0.04 0.41 -0.43
H 3.45183 6.07952 2.95001 0.18 0.48 -0.07
H 2.51182 5.01477 3.95007 0.50 -0.29 0.44
C 2.25463 -4.28680 4.37998 0.31 -1.18 -1.41
C 2.35316 -5.62774 5.09371 3.60 1.42 -0.11
O 1.41443 -5.87638 5.98747 -3.20 -0.85 2.16
H 1.33559 -4.23013 3.79668 -0.23 0.28 0.22
H 3.02614 -4.44764 3.62699 0.27 0.75 -0.21
H 2.45876 -3.37794 4.94602 -0.12 -0.31 0.21
H 3.23933 -5.53874 5.72211 0.74 -0.17 -0.35
H 2.54213 -6.47653 4.43649 -0.13 0.05 -0.65
H 0.59715 -5.78224 5.49270 -0.86 0.17 0.28
C 2.03263 3.97958 -3.59806 -0.13 0.49 1.51
C 0.78425 4.77577 -3.03832 -0.33 -0.09 -0.16
O 1.00559 5.67064 -1.93479 1.54 -0.67 -1.15
H 1.97399 3.51684 -4.58322 -0.62 0.39 -0.11
H 2.24448 3.15825 -2.91349 -0.14 -0.18 0.18
H 2.96864 4.53665 -3.55720 -0.22 0.52 -0.21
H 0.03203 4.06555 -2.69500 0.06 -0.41 -0.22
H 0.27940 5.37726 -3.79425 0.29 -0.11 -0.60
H 0.25460 5.65544 -1.33696 -0.04 0.14 0.52
C 5.54620 2.87595 -0.55115 -0.43 -0.54 -0.33
C 4.83464 4.20260 -0.96602 1.05 -2.29 -0.33
O 5.87474 5.12100 -0.93643 0.82 1.67 0.66
H 4.95450 2.02155 -0.22256 -0.79 0.37 0.27
H 6.26853 3.03712 0.24908 -0.01 0.32 -0.10
H 6.05776 2.39511 -1.38494 0.40 0.60 -0.14
H 3.99213 4.41701 -0.30853 -0.11 0.27 -0.12
H 4.60031 4.18860 -2.03044 -1.13 -0.66 0.15
H 5.56228 5.90918 -1.38668 0.17 0.24 0.06
C -1.63742 5.08349 -7.43331 -0.59 -0.30 -0.19
C -2.45857 4.00396 -6.70212 -0.28 -0.32 0.17
O -2.99243 3.08197 -7.64301 0.11 0.07 -0.83
H -2.24231 5.80916 -7.97701 -0.51 -0.07 0.27
H -1.09576 4.60411 -8.24873 0.42 -0.20 0.31
H -0.97686 5.67984 -6.80392 0.07 -0.38 0.16
H -3.31369 4.33260 -6.11147 0.05 0.95 0.03
H -1.90828 3.39326 -5.98636 0.85 0.34 0.11
H -3.39770 2.37638 -7.13360 -0.09 -0.20 0.16
C 5.65970 0.57684 -3.49993 0.97 0.99 0.84
C 4.27733 0.19028 -3.12674 -1.28 1.02 0.21
O 4.16600 -1.21606 -3.12016 -0.53 -0.43 -0.18
H 5.97028 0.30302 -4.50823 0.05 -0.65 0.27
H 6.21965 0.19166 -2.64777 0.94 -0.57 -0.74
H 5.92940 1.63047 -3.42764 -0.72 0.37 -0.08
H 3.50009 0.70632 -3.69039 -0.16 -0.37 -0.76
H 3.97768 0.50426 -2.12688 0.64 0.04 0.35
H 3.99978 -1.49652 -4.02310 0.11 -0.24 -0.06
C 7.04356 -3.16829 -1.46793 0.23 0.35 -0.02
C 6.37931 -2.56742 -0.24408 0.51 0.13 -0.97
O 6.04797 -1.19772 -0.59909 0.08 -0.68 1.34
H 6.33906 -3.15033 -2.29947 0.08 0.01 -0.15
H 7.43966 -4.17937 -1.37346 -0.09 -0.01 0.27
H 7.86134 -2.47058 -1.64830 0.16 -0.26 -0.57
H 7.12524 -2.53572 0.55008 -0.21 0.37 0.16
H 5.58146 -3.23399 0.08338 -0.65 0.62 0.12
H 5.51108 -1.16430 -1.39422 -0.26 -0.65 -0.09
```
Positions in Å, forces in eV/Å.

Calculated values
Relative energy (zero: lowest compared OMol25 entry of this formula, charge and spin): 69.94 kcal per mole
HOMO level: -8.2 eV
Molecular weight: 1341.94 u
LUMO: 0.2 eV
Calculated total energy: -4472.21418 a.u.
Largest force on an atom: 3.95 eV/Å
Frontier orbital gap: 8.396 eV

Löwdin atomic charge list, values in e, 99 entries: -0.07 -0.20 -0.23 -0.22 -0.05 -0.15 -0.21 -0.18 -0.08 0.08 0.09 0.07 0.12 0.11 0.10 0.12 0.05 0.11 0.10 0.09 0.12 0.07 0.09 0.08 -0.12 -0.22 -0.17 -0.18 -0.03 -0.14 -0.15 -0.25 -0.13 0.08 0.09 0.08 0.09 0.11 0.10 0.11 0.08 0.10 0.09 0.12 0.09 0.06 0.08 0.08 -0.06 -0.22 -0.21 -0.16 -0.07 -0.28 -0.22 -0.19 -0.07 0.07 0.09 0.08 0.11 0.12 0.12 0.11 0.09 0.13 0.12 0.13 0.11 0.08 0.08 0.06 -0.11 -0.19 -0.20 -0.17 -0.06 -0.21 -0.25 -0.19 -0.05 0.08 0.08 0.08 0.11 0.12 0.10 0.10 0.09 0.11 0.11 0.11 0.11 0.08 0.08 0.08 -0.12 -0.19 -0.17